Record 1
17
Properties=species:S:1:pos:R:3:forces:R:3:lowdin_charge:R:1 method="wB97M-V/def2-TZVPD" relative_energy_ev=2.203 lumo_energy_ev=1.0 spin_multiplicity=1 smiles="C[C@H]1C[C@H]1CC=O" total_energy_ev=-8429.0377
C -1.6400 -0.3263 0.5025 0.902 -1.738 -0.571 -0.087
C -1.1239 0.8492 -0.2374 1.092 -0.646 -1.152 -0.232
C 0.0717 1.6224 0.1711 0.113 0.408 0.368 -0.136
C 0.4453 0.6326 -0.8677 -1.741 -0.306 -0.091 -0.190
C 1.0203 -0.7129 -0.6350 -1.675 -1.347 0.313 -0.170
C 1.7023 -1.0482 0.6426 -0.097 -0.042 0.329 -0.272
O 1.4557 -0.5479 1.7193 0.273 -0.163 -0.439 0.032
H -1.3603 -0.3709 1.5585 -0.267 0.196 -0.105 0.084
H -1.0666 -1.2993 0.0594 -1.823 1.511 1.046 0.074
H -2.6980 -0.5473 0.3318 0.203 0.289 0.190 0.078
H -1.7739 1.2493 -1.0118 0.153 0.127 0.265 0.120
H 0.1059 2.6595 -0.1384 0.050 0.031 0.095 0.107
H 0.4464 1.4278 1.1656 -0.022 0.133 0.038 0.099
H 0.4818 0.9656 -1.9024 0.104 0.064 0.285 0.122
H 1.5217 -1.1376 -1.5111 0.000 0.176 0.276 0.113
H 0.0264 -1.4964 -0.4165 2.651 1.228 -0.946 0.138
H 2.3853 -1.9195 0.5695 0.085 0.079 0.097 0.119

=====

Record 2
58
Properties=species:S:1:pos:R:3:forces:R:3:mulliken_spin:R:1 method="wB97M-V/def2-TZVPD" relative_energy_ev=0.217 s_squared=6.0131 lumo_energy_ev="-1.9 / -5.5" charge=+1 spin_multiplicity=5 total_energy_ev=-157967.2192
Co -0.3461 0.0870 -0.2905 -0.571 -0.205 0.051 2.780
O -0.7796 3.8884 4.5025 -0.108 -0.053 -0.179 -0.001
C -0.7358 3.0453 3.4467 -0.016 0.192 0.291 -0.006
C -1.7754 2.9450 2.5235 -0.071 0.007 -0.058 0.005
C -1.6158 2.0582 1.4777 0.116 0.061 0.129 0.006
N -0.5213 1.3292 1.3656 0.010 0.039 -0.146 0.046
C 0.4792 1.4238 2.2267 -0.042 0.095 0.007 -0.020
C 0.4182 2.2723 3.3081 0.073 -0.088 0.010 -0.001
C 1.6720 0.5969 1.8035 -0.054 -0.189 -0.076 -0.013
O 2.6612 0.5373 2.5089 -0.043 -0.068 0.093 0.027
O 1.5354 0.0409 0.6322 0.219 0.306 -0.133 0.123
C -2.6051 1.7923 0.3536 0.034 -0.180 -0.277 -0.007
O -3.7481 2.1989 0.4677 -0.059 -0.047 0.025 0.005
O -2.0951 1.1041 -0.6132 -0.133 0.175 0.042 0.061
H -1.5873 4.4171 4.4712 0.070 -0.033 0.039 0.000
H -2.6787 3.5400 2.5928 0.026 -0.017 0.006 0.000
H 1.2377 2.3501 4.0089 -0.018 0.014 -0.021 0.001
C -3.2923 -3.0443 -1.5223 0.057 -0.031 -0.001 -0.001
C -2.5803 -1.9070 -2.2536 0.073 -0.091 0.044 0.005
C -1.0978 -2.0958 -2.3483 -0.544 0.236 0.076 0.006
N -0.2566 -1.1758 -2.0214 1.073 -0.029 0.342 0.027
N 1.0837 -1.5439 -2.1633 -0.580 0.110 -0.046 0.002
C 1.1799 -2.7631 -2.5855 0.450 -0.020 -0.044 -0.002
N 2.3843 -3.3591 -2.8433 -0.193 0.049 -0.080 0.000
S -0.3341 -3.5478 -2.8669 -0.074 -0.216 -0.140 0.005
H -4.3578 -2.8308 -1.4544 0.008 0.003 -0.008 0.000
H -2.8968 -3.1580 -0.5132 -0.011 0.001 -0.012 0.000
H -3.1788 -3.9970 -2.0439 -0.007 0.016 -0.004 0.000
H -2.7367 -0.9536 -1.7444 -0.024 0.000 -0.056 -0.003
H -2.9770 -1.8081 -3.2668 -0.008 0.030 -0.014 0.001
H 3.1741 -2.9397 -2.3794 -0.002 -0.008 0.036 0.000
H 2.4142 -4.3607 -2.9260 0.004 -0.002 0.047 0.000
C 4.1063 1.5181 0.1113 0.084 -0.086 -0.347 0.003
N 3.8239 1.1743 -1.2928 0.192 0.089 0.233 0.021
C 4.7275 0.5782 -2.1393 -0.079 0.048 0.081 0.014
C 4.1103 0.4135 -3.3324 -0.092 -0.048 -0.020 0.016
N 2.8313 0.8931 -3.1917 -0.156 -0.070 -0.326 0.028
C 1.8228 0.8789 -4.2551 0.185 -0.016 0.148 -0.006
C 2.6669 1.3481 -1.9422 -0.003 0.070 0.018 -0.046
Se 1.1120 2.1541 -1.2694 0.309 -0.049 0.230 0.864
H 5.1708 1.7193 0.1909 0.008 0.051 -0.008 0.001
H 3.8173 0.6995 0.7645 0.072 0.044 -0.068 -0.003
H 3.5436 2.4104 0.3745 -0.015 -0.006 0.003 0.000
H 5.7287 0.3405 -1.8251 -0.037 -0.003 0.010 0.001
H 4.4682 0.0043 -4.2611 -0.019 0.026 0.017 0.003
H 2.1636 1.4912 -5.0861 0.003 0.029 -0.002 -0.003
H 0.8888 1.2729 -3.8688 -0.033 -0.007 0.047 0.017
H 1.6694 -0.1456 -4.5772 -0.004 -0.079 -0.021 0.001
N -3.2509 -1.4408 4.9333 0.036 -0.028 -0.008 0.002
C -2.8936 -1.2145 3.6640 -0.286 0.262 -0.040 0.002
N -3.5064 -0.2288 2.9858 0.010 -0.132 0.062 0.001
N -1.9445 -1.9763 3.1522 0.279 -0.171 -0.128 0.002
C -1.5690 -1.7087 1.9360 -0.224 -0.002 0.344 0.027
N -1.2407 -1.4618 0.8528 0.206 -0.026 -0.186 0.009
H -3.9297 -0.8771 5.4101 -0.004 -0.004 -0.001 0.000
H -2.7403 -2.1379 5.4466 -0.015 -0.003 -0.002 0.000
H -4.2968 0.2616 3.3653 0.004 0.035 -0.019 0.000
H -3.3226 -0.1088 2.0010 -0.075 0.021 0.045 0.000

=====

Record 3
15
Properties=species:S:1:pos:R:3:forces:R:3:lowdin_charge:R:1 method="wB97M-V/def2-TZVPD" relative_energy_ev=4.282 lumo_energy_ev=0.8 spin_multiplicity=1 total_energy_ev=-8290.7139
C -0.0567 1.0400 -0.3617 1.342 -0.178 -0.671 -0.092
C 1.0113 -0.4857 0.8147 0.269 -1.071 0.952 -0.127
N 0.6450 -1.7493 0.6388 -0.133 0.474 -0.275 0.076
C -1.3332 0.6581 0.2541 -0.120 -0.469 0.224 -0.252
C -2.2293 -0.1542 -0.3049 -0.065 0.413 -0.110 -0.008
N 2.6031 0.9613 -0.5172 0.044 0.463 -0.273 0.102
C 1.6505 0.3098 -0.0528 -1.338 0.684 0.089 -0.360
H 0.0893 -2.1980 1.3498 -0.008 0.076 -0.095 0.094
H 0.6923 -2.2288 -0.2538 0.080 0.025 0.145 0.109
H 3.5125 0.7701 -0.1055 -0.123 -0.300 -0.082 0.058
H -0.0287 0.8621 -1.4363 -0.144 0.106 -0.050 0.098
H 0.2367 2.0598 -0.1320 0.059 -0.030 0.035 0.096
H -1.5139 1.0523 1.2488 -0.031 -0.029 -0.007 0.101
H -3.1741 -0.3732 0.1739 0.046 -0.059 0.095 0.049
H -2.1048 -0.5244 -1.3158 0.121 -0.105 0.023 0.056

=====

Record 4
13
Properties=species:S:1:pos:R:3:forces:R:3:lowdin_charge:R:1 method="wB97M-V/def2-TZVPD" relative_energy_ev=2.467 lumo_energy_ev=2.9 charge=-1 spin_multiplicity=1 total_energy_ev=-18154.1480
C 0.6239 -0.7910 -0.1731 0.093 1.107 0.503 -0.175
C 2.0795 -0.8318 -0.9676 -1.943 2.296 2.183 -0.443
S 3.1422 0.6661 -0.2170 -0.765 -2.104 0.823 0.579
H 0.3602 0.3221 -0.1712 0.015 -1.650 -0.114 0.060
H 0.5758 -1.0694 0.9302 1.002 0.304 -1.260 0.069
H -0.2836 -1.3774 -0.5151 1.367 0.606 -0.534 0.063
H 2.6401 -1.7492 -0.8771 0.128 -0.025 -0.260 0.027
H 1.9402 -0.3878 -1.9500 -0.063 -0.886 -0.221 0.027
H 3.3304 1.3401 -1.3128 0.054 0.391 -1.072 -0.233
O -3.0169 1.2443 0.8545 0.388 -2.675 -2.180 -0.218
C -3.4831 0.1158 0.3762 -0.042 0.754 5.204 -0.632
O -3.1835 -1.1028 0.5947 1.466 1.367 -1.322 -0.181
H -4.5578 0.1729 0.3613 -1.701 0.515 -1.750 0.057